{"formula": "C10H19N3O4", "method": "wB97M-V/def2-TZVPD", "species": ["O", "O", "O", "O", "N", "N", "N", "C", "C", "C", "C", "C", "C", "C", "C", "C", "C", "H", "H", "H", "H", "H", "H", "H", "H", "H", "H", "H", "H", "H", "H", "H", "H", "H", "H", "H"], "coordinates": [[2.171, -2.093, 1.680], [1.261, -2.036, -0.437], [-0.051, 4.615, -1.830], [2.151, 0.866, -0.707], [-1.212, 1.762, -1.623], [0.100, 0.362, 0.228], [1.893, 3.956, -0.748], [0.885, 3.806, -1.692], [0.589, -0.448, 1.315], [-1.912, -2.121, 0.274], [1.010, 2.590, -2.583], [-0.574, -0.933, 2.192], [0.213, 1.397, -2.063], [0.934, 0.786, -0.784], [1.445, -1.638, 0.833], [-1.124, -3.468, 2.150], [-1.627, -2.059, 1.788], [-0.179, -1.207, 3.211], [2.431, 3.073, -0.640], [-0.973, -2.050, -0.224], [1.323, 0.046, 1.905], [-1.906, 1.240, -2.130], [-1.724, -4.268, 1.690], [0.179, 0.519, -2.726], [-1.131, -0.043, 2.555], [-1.026, -3.673, 3.268], [1.905, 4.658, -0.011], [-2.573, -1.776, 2.308], [-0.860, 0.514, -0.057], [-2.468, -1.234, -0.036], [-1.338, 2.762, -1.731], [0.657, 2.939, -3.521], [-2.341, -2.951, -0.173], [2.020, 2.325, -2.641], [-0.169, -3.672, 1.581], [2.021, -2.546, -0.624]], "forces_ev_per_a": [[0.4, -0.8, -1.3], [-0.5, 0.9, 0.9], [1.4, -1.3, 0.2], [0.1, -0.7, 0.2], [1.7, -0.5, -0.5], [1.2, 0.6, -2.0], [-0.1, -1.7, -1.0], [-0.7, 2.0, 1.2], [-1.2, -1.4, -1.4], [0.9, 2.9, 0.7], [-1.1, 0.1, 0.9], [-0.9, 0.0, 2.3], [-1.6, -0.6, 2.2], [-0.7, 1.5, 0.4], [-0.8, 1.1, 1.7], [0.8, -0.7, 0.3], [0.2, -0.3, -0.5], [0.1, -0.3, -1.2], [-0.3, 1.2, 0.3], [0.8, 0.1, -0.5], [0.3, 0.9, 0.6], [-0.1, 0.1, -0.4], [-0.5, 0.4, 0.5], [0.0, 0.6, -0.3], [0.1, -0.1, -0.9], [0.1, 0.3, -1.5], [-0.4, -0.4, -0.5], [0.7, -0.5, -0.1], [-0.2, -0.2, 0.7], [-0.2, 0.0, -0.1], [-0.2, 0.0, -0.1], [-0.4, 0.0, -1.0], [-1.3, -1.9, 0.0], [1.5, -0.6, -0.3], [-0.5, 0.5, 1.1], [1.4, -1.4, -0.7]], "total_energy_ha": -857.70275, "smiles": "CC(C)C[C@H](NC(=O)[C@@H](N)CC(N)=O)C(=O)O", "de_lowest_ev": 1.464, "multiplicity": 1, "gap_ev": 10.007, "lumo_energy_ev": 0.56}